Entry 1:
12
Properties=species:S:1:pos:R:3:nbo_charge:R:1 method="wB97M-V/def2-TZVPD" e_lumo_ev=-1.14 largest_force_ev_per_a=2.27 homo_lumo_gap_ev=7.75
C 0.7422 1.3807 0.0018 -0.61
C -0.5273 0.5835 -0.3671 0.24
O -0.9258 0.4677 -1.5436 -0.60
H -1.3141 0.9997 0.4622 0.18
H 1.5863 0.9618 -0.5460 0.21
H 0.9274 1.3373 1.0730 0.22
H 0.5869 2.4134 -0.3041 0.24
N 0.1743 -1.9680 -0.0023 -0.80
C -0.4632 -0.8846 0.4515 0.32
N -1.2365 -0.4917 1.3259 -0.23
H 0.4488 -1.9339 -0.9740 0.42
H 0.0010 -2.8660 0.4227 0.41


Entry 2:
12
Properties=species:S:1:pos:R:3:nbo_charge:R:1 method="wB97M-V/def2-TZVPD" e_lumo_ev=0.69 largest_force_ev_per_a=5.27 homo_lumo_gap_ev=9.48 smiles="NN1CCC1=O"
N 0.6322 1.9176 0.0422 -0.64
N 0.1969 0.6068 -0.2299 -0.31
C 0.8318 -0.6682 0.0240 -0.22
C -0.4999 -1.3749 -0.1910 -0.52
C -1.1793 -0.0782 0.1427 0.67
O -2.3218 0.3065 0.0920 -0.53
H 0.6716 1.9712 1.0290 0.33
H 0.0261 2.6257 -0.3086 0.37
H 1.3806 -0.6609 0.9396 0.18
H 1.5279 -0.7880 -0.8163 0.19
H -0.6035 -2.2213 0.4751 0.23
H -0.6626 -1.6362 -1.1987 0.25


Entry 3:
12
Properties=species:S:1:pos:R:3:nbo_charge:R:1 method="wB97M-V/def2-TZVPD" e_lumo_ev=0.92 largest_force_ev_per_a=4.22 homo_lumo_gap_ev=9.72
C -0.9515 0.7195 -0.1301 0.60
C 0.3131 0.5503 0.4284 -0.18
C 1.5381 0.8673 -0.4551 -0.61
N -0.8214 -0.6509 -0.4017 -0.28
N -1.4083 -1.7876 0.1018 -0.61
O -1.8569 1.4554 -0.2230 -0.52
H 0.4659 0.6537 1.5436 0.22
H 1.1367 0.8006 -1.4900 0.23
H 2.2452 0.0945 -0.1030 0.22
H 1.7575 1.8256 -0.1596 0.22
H -0.9430 -2.6388 -0.2230 0.36
H -1.4755 -1.8895 1.1119 0.35


Entry 4:
12
Properties=species:S:1:pos:R:3:nbo_charge:R:1 method="wB97M-V/def2-TZVPD" e_lumo_ev=-1.25 largest_force_ev_per_a=0.41 homo_lumo_gap_ev=8.53
O 2.6472 0.0004 -0.7410 -0.60
C 1.4835 -0.0970 -0.3532 0.65
N 0.6758 0.9532 0.0558 -0.64
C -0.7377 0.6754 -0.0723 -0.24
C -0.9614 -0.6912 0.5369 -0.39
N 1.0082 -1.3555 -0.3513 -0.33
H 1.0188 1.8534 -0.2523 0.41
H -1.0726 0.6789 -1.1208 0.19
H -1.3236 1.4209 0.4767 0.22
H -0.8024 -0.7211 1.6165 0.23
H -1.9022 -1.1636 0.2401 0.24
H -0.1866 -1.4960 0.1243 0.26


Entry 5:
12
Properties=species:S:1:pos:R:3:nbo_charge:R:1 method="wB97M-V/def2-TZVPD" e_lumo_ev=0.17 largest_force_ev_per_a=0.56 homo_lumo_gap_ev=9.78 smiles="[H]/N=C(/C=O)NC"
H 2.0192 -0.6282 -0.0087 0.34
N 1.6562 -0.0443 0.7474 -0.65
C 0.3801 0.0063 0.7235 0.32
C -0.2737 0.8236 1.8081 0.39
O -1.4716 0.9794 1.8655 -0.51
N -0.5087 -0.5206 -0.1790 -0.62
C -0.2366 -0.4270 -1.6043 -0.42
H 0.4348 1.2958 2.5104 0.14
H -1.4627 -0.3181 0.0902 0.41
H 0.4121 0.4338 -1.8156 0.20
H -1.1842 -0.2742 -2.1262 0.21
H 0.2352 -1.3265 -2.0113 0.20


Entry 6:
12
Properties=species:S:1:pos:R:3:nbo_charge:R:1 method="wB97M-V/def2-TZVPD" e_lumo_ev=-0.06 largest_force_ev_per_a=1.05 homo_lumo_gap_ev=7.14
N 0.0377 0.3661 0.3855 -0.51
C 1.2285 -0.3834 -0.0519 -0.56
C -1.1278 -0.4058 -0.1952 0.10
O -2.3050 -0.2310 0.5042 -0.70
C 2.3437 0.3249 -0.4669 0.20
N 3.2842 0.8836 -0.8843 -0.43
H -0.0633 0.5000 1.4089 0.40
H 0.0680 1.3160 0.0042 0.42
H 1.3175 -1.3152 0.4851 0.21
H -1.1516 -0.1325 -1.2625 0.19
H -0.8400 -1.4542 -0.1039 0.20
H -2.7919 0.5316 0.1768 0.48


Entry 7:
12
Properties=species:S:1:pos:R:3:nbo_charge:R:1 method="wB97M-V/def2-TZVPD" e_lumo_ev=0.93 largest_force_ev_per_a=2.62 homo_lumo_gap_ev=8.85
N 1.5948 -0.4328 0.5968 -0.82
C 0.6141 -0.0171 -0.3273 -0.10
C -1.0181 -0.9066 -1.0058 -0.15
O -1.5797 0.2862 -0.5658 -0.48
C -0.5538 0.7080 0.2226 0.49
N -0.6224 1.3743 1.2935 -0.72
H 2.5288 -0.0835 0.4043 0.38
H 1.3529 -0.2191 1.5623 0.40
H 1.0141 0.2983 -1.2734 0.23
H -1.3066 -1.1218 -2.0378 0.20
H -0.4318 -1.5098 -0.3490 0.22
H -1.5923 1.6238 1.4796 0.36


Entry 8:
12
Properties=species:S:1:pos:R:3:nbo_charge:R:1 method="wB97M-V/def2-TZVPD" e_lumo_ev=0.95 largest_force_ev_per_a=0.51 homo_lumo_gap_ev=11.19
C -1.6620 0.1260 -0.2222 -0.47
N -0.8665 0.0171 -1.4337 -0.36
C 0.3545 -0.2892 -1.3479 0.24
N 1.0489 -0.5614 -0.1256 -0.69
C 1.5923 0.4375 0.6415 0.53
O 1.8857 0.3089 1.8092 -0.58
H -1.1168 0.0017 0.7224 0.19
H -2.1267 1.1152 -0.2146 0.22
H -2.4575 -0.6244 -0.2785 0.22
H 0.9570 -0.3738 -2.2549 0.18
H 0.7877 -1.3954 0.3872 0.41
H 1.7440 1.3761 0.0749 0.11


Entry 9:
12
Properties=species:S:1:pos:R:3:nbo_charge:R:1 method="wB97M-V/def2-TZVPD" e_lumo_ev=1.01 largest_force_ev_per_a=0.63 homo_lumo_gap_ev=10.35 smiles="ON=C1CNC1"
O -1.2804 -1.7619 1.2385 -0.58
N -1.0909 -1.3511 -0.0896 -0.14
C -0.4988 -0.2400 -0.1396 0.22
C 0.2857 0.3213 -1.2913 -0.26
N 1.2031 0.8927 -0.2703 -0.60
C 0.2275 0.6561 0.8252 -0.29
H -1.0345 -2.6920 1.1496 0.47
H -0.2314 1.0502 -1.9236 0.19
H 0.7316 -0.4592 -1.9150 0.21
H 1.4278 1.8679 -0.4244 0.36
H -0.3541 1.5439 1.1128 0.20
H 0.6145 0.1722 1.7277 0.21


Entry 10:
12
Properties=species:S:1:pos:R:3:nbo_charge:R:1 method="wB97M-V/def2-TZVPD" e_lumo_ev=0.21 largest_force_ev_per_a=3.95 homo_lumo_gap_ev=9.01 smiles="NC1(N=O)CC1"
N 0.3549 1.3381 0.0304 -0.86
C 0.3149 -0.0414 0.2526 0.12
N 1.6134 -0.7421 0.0388 0.14
O 2.5911 -0.0986 -0.2954 -0.30
C -0.6745 -0.7403 -0.6544 -0.40
C -1.0505 -0.5039 0.7471 -0.41
H 0.9528 1.6600 -0.7514 0.38
H 0.6926 1.9590 0.8346 0.37
H -1.3270 -0.1586 -1.4153 0.23
H -0.3253 -1.7511 -0.8506 0.23
H -1.7092 0.4212 0.6567 0.25
H -1.4331 -1.3421 1.4068 0.24